# 1
The molecule C4H6NP, computed with ωB97M-V with the def2-TZVPD basis set.

Summary:
* ΔE to the lowest compared entry with this formula, charge and spin: 21.0 kcal per mole
* E_HOMO: -0.3338 Ha
* SMILES string: CC1=[PH]=NC=C1
* charge: 0
* Kohn-Sham gap: 9.502 eV
* energy: -552.056991 hartree

Structure (XYZ):
```
12
C4H6NP, DFT ωB97M-V with the def2-TZVPD basis set
C -1.028 -0.498 0.572
C -1.584 0.036 1.778
C -0.155 0.241 -0.029
C 0.598 0.070 -1.283
N -1.194 1.209 2.143
P -0.273 2.028 0.973
H -1.143 -1.556 0.386
H -2.137 -0.585 2.508
H 1.227 0.950 -1.221
H 0.016 0.347 -2.180
H 1.160 -0.783 -1.424
H 1.003 2.237 1.674
```



# 2
The molecule C4H10N2S, computed with ωB97M-V with the def2-TZVPD basis set.

Summary:
* ΔE to the lowest compared entry with this formula, charge and spin: 58.2 kcal per mole
* E_HOMO: -0.3022 Ha
* SMILES string: CN1NCC[C@H]1S
* charge: 0
* Kohn-Sham gap: 9.138 eV
* energy: -666.010232 hartree

Structure (XYZ):
```
17
C4H10N2S, DFT ωB97M-V with the def2-TZVPD basis set
C -0.242 -1.193 -0.702
C 0.682 -1.083 0.536
C -1.020 0.054 -0.686
C 0.919 1.679 -0.305
N 0.247 0.104 1.218
N -0.185 1.004 0.316
S -2.530 0.014 0.229
H 0.434 -1.091 -1.631
H -0.857 -2.151 -0.608
H 0.564 -1.962 1.153
H 1.715 -0.857 0.214
H -1.227 0.444 -1.641
H 1.414 0.866 -0.898
H 0.605 2.399 -1.091
H 1.659 2.051 0.424
H -0.231 0.052 2.074
H -1.947 -0.330 1.398
```



# 3
A structure of composition C18H44B3MgO10S, computed with ωB97M-V with the def2-TZVPD basis set.

Summary:
* E_HOMO: -0.2625 Ha
* charge: -1
* Kohn-Sham gap: 9.056 eV
* energy: -2137.531944 hartree

Structure (XYZ):
```
77
C18H44B3MgO10S, DFT ωB97M-V with the def2-TZVPD basis set
Mg -8.701 -24.899 -7.624
B -8.954 -23.043 -6.438
H -8.731 -21.855 -6.329
H -9.440 -23.448 -5.383
H -9.733 -23.258 -7.285
H -7.922 -23.579 -6.608
B -7.981 -24.565 -9.550
H -7.703 -24.326 -10.703
H -8.717 -25.469 -9.433
H -7.004 -24.787 -8.922
H -8.437 -23.613 -9.056
B -7.700 -26.328 -6.639
H -7.297 -27.267 -5.989
H -6.855 -25.541 -6.869
H -8.106 -26.718 -7.660
H -8.551 -25.777 -6.075
C -4.437 -28.027 -6.877
C -5.230 -28.716 -7.946
C -5.784 -27.795 -9.042
O -5.343 -28.405 -10.275
C -4.452 -29.375 -10.017
O -3.855 -29.994 -10.840
O -4.354 -29.595 -8.689
H -3.855 -28.769 -6.325
H -5.103 -27.514 -6.187
H -3.726 -27.310 -7.289
H -6.018 -29.332 -7.514
H -5.380 -26.786 -9.066
H -6.867 -27.769 -8.994
C -5.007 -22.657 -13.412
C -5.148 -21.941 -12.082
C -5.245 -22.913 -10.894
O -3.955 -22.837 -10.288
C -3.271 -21.784 -10.775
O -2.230 -21.394 -10.350
O -3.934 -21.215 -11.809
H -4.111 -23.280 -13.389
H -4.952 -21.961 -14.246
H -5.868 -23.320 -13.526
H -5.994 -21.257 -12.098
H -5.510 -23.908 -11.244
H -6.009 -22.620 -10.177
C -8.595 -27.395 -12.216
C -10.104 -27.261 -12.296
O -10.779 -28.123 -12.805
C -10.728 -26.093 -11.575
H -8.175 -27.402 -13.224
H -8.347 -28.347 -11.747
H -8.128 -26.582 -11.662
H -10.015 -25.332 -11.271
H -11.048 -26.564 -10.630
H -11.634 -25.687 -12.017
C -11.343 -19.503 -10.295
C -10.417 -20.606 -10.749
O -9.417 -20.362 -11.373
C -10.795 -22.024 -10.388
H -11.700 -19.637 -9.275
H -12.206 -19.444 -10.965
H -10.837 -18.541 -10.372
H -10.051 -22.695 -10.820
H -11.705 -22.357 -10.901
H -10.859 -22.167 -9.311
C -10.919 -26.419 -4.621
C -12.225 -25.640 -4.582
C -12.525 -25.116 -6.003
S -11.665 -26.234 -7.125
O -10.599 -25.456 -7.718
O -12.531 -26.973 -7.984
C -10.998 -27.292 -5.855
H -10.786 -27.026 -3.725
H -10.045 -25.773 -4.701
H -12.205 -24.792 -3.900
H -13.065 -26.289 -4.319
H -11.998 -24.177 -6.182
H -13.584 -25.096 -6.237
H -10.084 -27.779 -6.189
H -11.767 -28.064 -5.749
```



# 4
A structure of composition C32H80F8FeN2O18S4, computed with ωB97M-V with the def2-TZVPD basis set.

Summary:
* E_HOMO (spin up / spin down): -0.4258 / -0.4258 Ha
* charge: +1
* Kohn-Sham gap (spin up / spin down): 7.145 / 4.288 eV
* energy: -6385.989964 hartree
* expectation value of S²: 8.76
* spin multiplicity: 6

Structure (XYZ):
```
145
C32H80F8FeN2O18S4, DFT ωB97M-V with the def2-TZVPD basis set
Fe -1.654 -1.028 -1.788
N -0.367 -0.458 -0.417
S 0.507 0.818 -0.225
O 1.889 0.728 -0.622
O 0.071 1.758 0.835
F -0.133 1.487 -1.534
S 0.315 -1.066 1.101
O -0.559 -0.880 2.207
O 1.742 -1.063 1.421
F 0.059 -2.649 0.795
C 0.111 1.627 -4.791
F -1.037 2.265 -4.595
F 0.481 1.833 -6.028
F 1.064 2.170 -4.022
S -0.009 -0.327 -4.443
O 0.176 -0.971 -5.759
O 0.981 -0.716 -3.415
N -1.601 -0.564 -3.685
S -2.477 -0.808 -5.036
O -2.286 0.200 -6.070
O -2.374 -2.226 -5.421
C -4.282 -0.492 -4.436
F -5.061 -0.786 -5.480
F -4.511 -1.348 -3.392
F -4.355 0.812 -4.105
C -3.420 -2.670 1.387
C -2.990 -3.332 0.034
C -3.727 -4.630 -0.262
O -3.106 -2.313 -0.949
H -3.063 -1.642 1.333
H -3.053 -3.094 2.322
H -4.499 -2.562 1.503
H -1.922 -3.541 -0.028
H -3.150 -5.522 -0.017
H -3.848 -4.673 -1.344
H -4.716 -4.746 0.180
H -4.045 -2.120 -0.993
C -0.658 4.545 -2.428
C -2.188 4.472 -2.131
C -2.880 5.715 -2.559
O -2.726 3.374 -2.850
H -0.292 5.326 -1.761
H -0.470 4.815 -3.467
H -0.157 3.629 -2.113
H -2.345 4.376 -1.057
H -3.964 5.599 -2.539
H -2.617 6.094 -3.546
H -2.555 6.448 -1.821
H -2.805 3.653 -3.765
C 1.846 -7.490 1.819
C 0.750 -6.930 2.757
C 0.037 -5.704 2.171
O -0.179 -7.949 3.038
H 1.444 -7.986 0.936
H 2.456 -8.240 2.322
H 2.563 -6.727 1.516
H 1.275 -6.717 3.688
H -0.436 -5.929 1.216
H 0.733 -4.865 2.197
H -0.682 -5.418 2.939
H -0.760 -7.604 3.720
C 1.113 0.433 5.147
C 2.544 0.826 4.641
C 2.393 1.911 3.577
O 3.310 1.422 5.647
H 1.102 -0.171 6.055
H 0.591 -0.050 4.321
H 0.480 1.285 5.395
H 3.043 -0.037 4.199
H 3.381 2.125 3.170
H 1.860 2.792 3.934
H 1.855 1.472 2.737
H 4.013 1.902 5.203
C 2.985 -4.463 -0.236
C 3.257 -3.239 -1.139
C 4.277 -3.509 -2.191
O 1.998 -2.764 -1.611
H 2.662 -5.386 -0.718
H 2.172 -4.300 0.471
H 3.809 -4.558 0.471
H 3.533 -2.452 -0.438
H 3.941 -4.341 -2.810
H 5.218 -3.826 -1.742
H 4.441 -2.612 -2.787
H 2.136 -1.931 -2.068
C 1.303 5.060 0.832
C 1.765 6.203 1.714
C 3.285 6.313 1.774
O 1.184 7.390 1.246
H 0.217 4.993 0.768
H 1.709 4.091 1.121
H 1.658 5.209 -0.188
H 1.382 6.049 2.723
H 3.679 6.680 0.826
H 3.746 5.396 2.141
H 3.511 7.029 2.564
H 1.498 7.597 0.363
C 0.046 -4.198 -4.252
C -0.762 -4.208 -2.935
C -0.246 -5.281 -2.023
O -0.630 -2.981 -2.302
H -0.002 -5.211 -4.650
H 1.050 -3.886 -3.964
H -0.334 -3.529 -5.024
H -1.815 -4.338 -3.184
H 0.801 -5.214 -1.727
H -0.370 -6.253 -2.500
H -0.851 -5.236 -1.117
H 0.267 -3.018 -1.961
C -3.161 1.625 0.838
C -3.904 0.959 -0.280
C -4.931 1.968 -0.850
O -3.034 0.606 -1.296
H -2.350 1.013 1.231
H -3.819 1.771 1.694
H -2.789 2.582 0.473
H -4.389 0.104 0.190
H -4.481 2.934 -1.082
H -5.784 2.074 -0.181
H -5.314 1.534 -1.773
H -2.821 1.446 -1.709
C -2.180 2.223 5.018
C -1.397 3.516 4.825
C -1.112 3.634 3.320
O -2.256 4.552 5.236
H -3.081 2.190 4.405
H -2.387 2.155 6.086
H -1.579 1.375 4.687
H -0.502 3.554 5.445
H -0.604 4.570 3.088
H -1.969 3.562 2.651
H -0.351 2.913 3.020
H -1.779 5.326 4.924
C 4.605 2.865 -0.372
C 5.161 1.468 -0.583
C 4.976 0.496 0.655
O 4.467 0.950 -1.620
H 4.640 3.448 -1.292
H 5.136 3.466 0.366
H 3.587 2.843 0.018
H 6.198 1.676 -0.849
H 3.967 0.099 0.771
H 5.249 0.936 1.614
H 5.651 -0.356 0.574
H 3.592 0.778 -1.263
```